# 1
Computed, not measured: a structure of composition C32H23ErFN6O3 at a distorted geometry, with wB97M-V/def2-TZVPD.

```
66
Properties=species:S:1:pos:R:3:forces:R:3
Er -0.13997 0.50767 1.18173 -2.63 -0.89 0.06
C 0.24413 -1.97533 6.48103 0.03 0.07 -0.10
C 0.70143 -2.20843 5.18893 -0.04 0.11 0.01
C 0.58723 -1.20313 4.24833 -0.05 0.27 -0.02
C -0.03457 -0.00373 4.63453 0.28 -0.83 0.29
N -0.45457 0.22357 5.86773 0.08 0.61 -0.47
C -0.29527 -0.73353 6.76913 0.07 -0.35 0.21
N -0.23537 0.91787 3.60613 -0.39 0.74 -0.38
C -1.40977 1.42637 3.36983 0.55 -0.62 0.61
N -1.56217 1.88897 2.06373 -0.82 1.29 0.32
C -2.61957 1.16527 1.63413 -0.83 -0.29 -0.50
N -2.64777 0.67327 0.41103 0.60 0.91 0.33
C -2.66587 -0.68903 0.31633 -0.23 -0.73 0.31
C -3.50787 -1.42563 -0.52437 0.22 0.09 0.02
C -3.39387 -2.79813 -0.54737 0.14 0.15 0.19
C -2.45187 -3.42463 0.26873 0.12 0.09 0.08
C -1.63397 -2.64133 1.05373 -0.04 -0.20 0.12
N -1.71077 -1.30213 1.09033 -0.68 -0.15 -0.55
C -3.47457 0.77227 2.76523 0.03 0.13 0.85
C -4.76347 0.28417 2.83943 0.29 0.03 -0.15
C -5.28637 0.05767 4.10623 -0.04 -0.01 0.01
C -4.53967 0.31357 5.24823 -0.04 0.03 -0.05
C -3.23887 0.80417 5.17843 0.06 0.03 -0.04
C -2.71547 1.03107 3.92173 -0.72 -0.14 -0.15
H 0.31493 -2.73633 7.24143 0.03 -0.02 0.09
H 1.14273 -3.15823 4.92823 0.06 -0.08 -0.04
H 0.95813 -1.31363 3.22443 -0.03 -0.09 0.39
H -0.62737 -0.48303 7.76753 -0.03 -0.09 0.11
H -4.23027 -0.90143 -1.12707 -0.09 0.08 -0.06
H -4.04197 -3.38933 -1.17587 -0.07 -0.03 -0.07
H -2.35427 -4.49763 0.28453 0.04 -0.08 0.02
H -0.88997 -3.08473 1.70913 -0.02 0.00 -0.12
H -5.34197 0.10897 1.94563 -0.09 -0.06 -0.07
H -6.29727 -0.30713 4.20033 -0.09 -0.04 0.05
H -4.98407 0.14007 6.21603 -0.04 -0.01 0.09
H -2.66457 1.01187 6.06633 -0.02 0.02 0.00
C 5.62283 1.46087 -3.34777 -0.19 -0.19 -0.04
C 4.45213 0.90107 -4.14807 0.69 0.17 -0.44
C 4.22953 1.72787 -5.41337 -0.11 -0.34 -0.02
C 3.16403 1.05407 -6.26197 0.23 0.12 0.01
C 1.92383 0.83747 -5.45277 -0.07 -0.03 -0.13
C 0.71173 0.71197 -6.09257 0.00 -0.02 0.29
C -0.45757 0.51407 -5.36337 0.06 -0.05 0.49
F -1.60957 0.37367 -6.02737 -0.01 0.04 0.00
C -0.44307 0.46087 -3.99297 0.02 0.05 -0.34
C 0.78363 0.57947 -3.32397 0.08 -0.04 -0.06
C 0.80633 0.49947 -1.88037 0.61 -0.04 -0.23
O -0.22997 0.36897 -1.16787 0.32 0.14 -0.01
C 2.10853 0.58217 -1.29217 -0.57 -0.04 0.15
C 3.22963 0.76317 -2.03977 -0.25 -0.07 0.27
N 3.19763 0.84297 -3.37897 0.11 0.07 0.42
C 1.98983 0.75597 -4.04467 -0.86 -0.12 -0.09
C 1.92603 0.54737 0.19873 2.37 -0.19 -1.45
O 1.68963 -0.55853 0.75473 1.06 -0.63 -0.08
O 1.64153 1.62737 0.76673 0.74 0.94 0.00
H 6.45873 1.60507 -4.02667 0.05 -0.02 -0.04
H 5.95703 0.78237 -2.56697 0.06 0.02 0.08
H 5.37343 2.42637 -2.91477 -0.02 0.12 0.08
H 4.68643 -0.13073 -4.44567 -0.02 0.13 0.01
H 5.16433 1.79477 -5.97067 0.00 0.01 0.10
H 3.92143 2.73897 -5.14017 0.02 0.06 0.03
H 3.53443 0.08307 -6.60557 0.04 0.06 -0.09
H 2.93413 1.65317 -7.14327 -0.02 -0.07 -0.01
H 0.65933 0.76747 -7.16887 -0.02 0.02 -0.12
H -1.34537 0.33347 -3.41497 -0.07 -0.03 0.00
H 4.18453 0.84507 -1.54787 0.10 0.01 -0.16
```
Forces are in eV/Å.

LUMO energy (spin up / spin down), eV: -3.065 / -3.065
Kohn-Sham gap (spin up / spin down), hartree: 0.29422 / 0.29456
HOMO level (spin up / spin down), eV: -11.071 / -11.080
Multiplicity: 4
Total charge: +1
Relative energy (zero: lowest compared OMol25 entry of this formula, charge and spin), eV: 2.204

***

# 2
Computed, not measured: a structure of composition C34H28CoN3O6PS4, with wB97M-V/def2-TZVPD.

```
77
Properties=species:S:1:pos:R:3:forces:R:3
Co -0.04969 -0.80109 0.83590 -0.36 0.47 0.07
O 1.27588 -1.26441 2.56765 0.19 -0.18 -0.06
S 2.14185 -0.13972 2.14106 -0.13 -0.35 0.03
O 3.54838 -0.33932 2.23202 0.04 0.13 -0.05
O 1.62398 0.22653 0.77982 0.15 0.17 0.08
C 1.67660 1.20697 3.18737 -0.01 0.03 -0.03
C 2.64778 1.84299 3.93885 -0.02 0.01 0.04
C 2.27647 2.86385 4.80476 0.02 -0.02 -0.01
C 0.94469 3.22738 4.92094 -0.02 -0.01 -0.01
C -0.02339 2.58245 4.16267 -0.02 0.03 0.04
C 0.33202 1.57348 3.27589 0.00 -0.01 -0.01
P -0.96904 0.75440 2.29883 0.33 -0.06 -0.14
C -1.82852 2.05259 1.38579 0.00 -0.01 -0.04
C -2.99350 1.70734 0.69812 -0.01 -0.02 0.00
C -3.64414 2.64064 -0.08733 0.00 0.01 0.00
C -3.13124 3.92737 -0.20236 -0.01 0.00 0.00
C -1.96290 4.26904 0.45859 0.00 0.00 0.00
C -1.30461 3.33232 1.24456 0.01 0.01 0.01
C -2.09369 0.10295 3.55630 0.00 -0.04 0.00
C -3.37409 0.59832 3.77568 0.00 0.04 0.03
C -4.16738 0.04326 4.77166 0.00 0.01 0.00
C -3.68445 -0.99748 5.54832 0.01 -0.02 0.01
C -2.40121 -1.48863 5.33667 -0.01 0.02 0.00
C -1.60716 -0.94553 4.34194 0.00 -0.03 0.00
H 3.67719 1.52620 3.84605 0.01 0.01 0.00
H 3.02960 3.36565 5.39691 0.00 0.00 0.00
H 0.65275 4.01229 5.60547 0.00 0.00 0.01
H -1.06393 2.86684 4.26821 0.00 0.00 -0.01
H -3.39534 0.70264 0.77219 0.01 0.00 0.01
H -4.54958 2.36548 -0.61148 0.00 0.00 0.00
H -3.64568 4.66093 -0.80939 0.00 0.00 0.00
H -1.55743 5.26848 0.36955 0.00 0.01 -0.01
H -0.38331 3.60695 1.73990 0.00 -0.01 0.01
H -3.75513 1.42159 3.18627 0.01 0.00 -0.02
H -5.16261 0.43174 4.94106 0.00 0.00 0.00
H -4.30455 -1.42802 6.32332 -0.01 0.01 0.00
H -2.01807 -2.29316 5.94999 -0.01 -0.01 0.00
H -0.60565 -1.32903 4.17605 0.01 0.02 -0.01
O -0.51010 2.61469 -2.16721 -0.01 -0.01 0.00
C -0.82512 1.89917 -3.26674 -0.05 -0.01 0.01
C -1.14018 2.51266 -4.47520 0.01 -0.02 0.03
C -1.45001 1.74930 -5.58499 -0.01 0.01 -0.04
C -1.44053 0.36009 -5.52065 0.02 0.02 0.03
C -1.10822 -0.25264 -4.32967 0.06 -0.01 -0.06
C -0.80372 0.49848 -3.19040 -0.12 0.08 0.04
C -0.49926 -0.17859 -1.92878 0.25 -0.34 -0.07
O -0.73010 0.28974 -0.81706 -0.13 -0.04 -0.06
N 0.01101 -1.48705 -2.07645 -0.12 0.18 0.20
N 0.45441 -1.96680 -0.93043 -0.44 -0.04 -0.15
C 0.68734 -3.27426 -0.98175 0.44 0.23 0.27
S 0.25536 -4.25979 -2.31534 0.03 -0.05 -0.11
C 1.14380 -5.71810 -1.69072 0.01 -0.01 0.02
C 1.09642 -5.69145 -0.17516 -0.04 -0.01 -0.06
S 1.48071 -3.99939 0.35531 -0.07 -0.07 0.07
H -0.52935 3.55486 -2.37830 0.02 0.01 0.00
H -1.13896 3.59482 -4.53694 0.00 0.00 0.00
H -1.69895 2.24548 -6.51392 0.00 0.00 0.00
H -1.68597 -0.23093 -6.39116 0.00 -0.01 0.00
H -1.07972 -1.33134 -4.26240 -0.02 0.00 0.02
H 2.16711 -5.67806 -2.06231 0.00 0.01 0.00
H 0.65147 -6.60301 -2.09036 0.00 0.00 -0.01
H 1.83328 -6.35963 0.26643 0.02 0.01 -0.01
H 0.10613 -5.95475 0.19590 0.01 0.01 0.02
O -2.48222 -2.14099 1.42761 0.04 0.16 -0.11
N -1.40504 -1.91207 1.13398 -0.14 -0.29 0.10
S 2.50933 0.76181 -2.12362 0.09 0.07 0.01
C 3.36308 -0.33817 -3.11453 0.00 -0.09 -0.03
C 2.68803 -1.11505 -4.07949 -0.04 0.01 0.02
C 3.38482 -1.99016 -4.88753 0.02 -0.01 0.01
C 4.76399 -2.12254 -4.74276 -0.01 -0.01 0.00
C 5.44619 -1.37554 -3.78679 0.01 0.00 0.00
C 4.75844 -0.48986 -2.98200 -0.01 0.04 0.01
H 1.61536 -1.00357 -4.17588 0.04 0.00 -0.02
H 2.86040 -2.57081 -5.63526 0.00 0.00 -0.01
H 5.30878 -2.80767 -5.37901 0.00 0.00 0.00
H 6.51710 -1.48321 -3.67822 0.00 0.00 0.00
H 5.27397 0.10007 -2.23604 0.00 0.01 -0.01
```
Forces are in eV/Å.

LUMO energy (spin up / spin down), eV: -3.611 / -4.752
Kohn-Sham gap (spin up / spin down), hartree: 0.24699 / 0.20942
HOMO level (spin up / spin down), eV: -10.332 / -10.451
Multiplicity: 5
Total charge: +1
Relative energy (zero: lowest compared OMol25 entry of this formula, charge and spin), eV: 0.000

***

# 3
Computed, not measured: a structure of composition C19H23AsCoN at a distorted geometry, with wB97M-V/def2-TZVPD.

```
45
Properties=species:S:1:pos:R:3:forces:R:3
C -1.40707 1.51283 -4.58557 -0.10 0.16 -0.36
Co -0.78461 0.25103 -2.47774 0.99 -0.11 -0.13
N 0.30351 -1.24820 -3.44999 0.06 -0.31 -0.71
H -0.59773 1.35712 -1.42095 -1.31 1.70 -0.74
H -0.74393 1.63639 -3.67833 -0.38 0.07 -0.58
H -1.92182 2.46749 -4.74109 0.05 -0.10 0.17
H -2.17148 0.72953 -4.48154 0.25 0.16 0.14
H -0.82118 1.30505 -5.48813 0.07 -0.05 0.19
H 0.07331 -2.16968 -3.06612 0.04 0.29 0.08
H 1.31265 -1.12285 -3.32610 -0.32 0.05 0.13
H 0.13515 -1.29135 -4.45548 0.07 -0.12 -0.02
C -0.47428 3.73926 2.48631 -0.03 -0.23 -0.02
C 0.56484 3.72171 1.54893 0.03 -0.43 -0.21
C 0.77479 2.57659 0.76657 -0.48 0.26 0.64
C -0.07058 1.46779 0.92649 0.37 -0.02 0.13
C -1.12047 1.48085 1.85140 0.39 0.50 0.10
C -1.30312 2.62231 2.65164 0.10 -0.24 -0.32
As 0.28410 -0.03713 -0.29541 0.51 -1.25 -0.20
C 1.91831 -0.66219 0.60193 -0.12 -0.26 0.68
C 3.09274 -0.83873 -0.14532 0.00 -0.02 0.90
C 4.29473 -1.08657 0.53617 -0.15 0.00 -0.29
C 4.32645 -1.18663 1.93164 -0.35 0.03 -0.13
C 3.14103 -1.03472 2.65679 -0.23 0.08 -0.04
C 1.93183 -0.76511 1.99915 0.90 -0.12 0.04
C -1.13202 -1.27659 0.20813 1.36 0.75 -1.05
C -1.07417 -2.17877 1.27604 -0.67 -0.43 0.96
C -2.24039 -2.88005 1.62091 0.06 0.29 -0.55
C -3.41326 -2.68499 0.88499 0.08 -0.74 0.97
C -3.42986 -1.82090 -0.22580 0.28 0.93 -1.23
C -2.24534 -1.16803 -0.62147 -1.22 -0.40 0.24
H -0.63932 4.62614 3.09409 0.04 -0.13 -0.06
H 1.22562 4.58503 1.42655 -0.29 -0.21 0.08
H 1.59275 2.54348 0.03728 -0.33 0.00 0.24
H -1.77394 0.60664 1.95444 0.27 0.34 -0.08
H -2.09499 2.61603 3.40619 0.24 0.15 -0.25
H 3.06006 -0.75640 -1.23968 0.03 -0.01 0.42
H 5.21728 -1.19282 -0.03456 -0.13 -0.02 0.13
H 5.26647 -1.38306 2.45082 -0.25 0.06 -0.16
H 3.14556 -1.11253 3.74447 0.09 0.00 -0.19
H 1.00543 -0.61244 2.56991 0.50 -0.06 -0.25
H -0.14362 -2.33792 1.80705 -0.16 0.05 0.09
H -2.21255 -3.56810 2.46312 -0.11 0.02 -0.14
H -4.32510 -3.21582 1.17512 0.29 0.18 -0.11
H -4.37061 -1.66379 -0.76878 0.48 -0.10 0.09
H -2.15519 -0.54987 -1.57408 -0.91 -0.74 1.33
```
Forces are in eV/Å.

LUMO energy (spin up / spin down), eV: 3.102 / 2.973
Kohn-Sham gap (spin up / spin down), hartree: 0.09575 / 0.23287
HOMO level (spin up / spin down), eV: 0.496 / -3.364
Multiplicity: 4
Total charge: -1